(1)
DFT (ωB97M-V/def2-TZVPD) results for an isolated molecule of C25H27ClN2.

The geometry in XYZ format:
```
55
Properties=species:S:1:pos:R:3:mulliken_charge:R:1
Cl 0.05192 -2.80183 1.01086 -0.228
C 8.26003 -7.23683 0.95605 -1.230
N 7.00364 -7.53391 0.30114 0.133
C 7.12783 -8.23675 -0.95874 -1.070
C 5.81255 -7.10112 0.80983 1.688
C 4.56829 -7.48121 0.22943 -0.955
C 3.37724 -6.94362 0.69925 -0.978
C 3.34534 -6.07091 1.81181 -0.181
C 2.09907 -5.39516 2.22581 0.441
C 1.08108 -5.23119 1.32643 -0.983
C -0.18530 -4.47778 1.56799 0.313
C -1.46741 -4.96536 0.87523 0.185
C -2.70122 -4.57642 1.41466 -0.318
C -3.87866 -4.74442 0.68902 -0.548
C -3.83584 -5.34513 -0.57864 -0.423
C -2.61404 -5.80548 -1.08600 -0.621
C -1.43627 -5.64122 -0.34662 -0.372
C 2.05517 -4.84820 3.61899 -0.081
C 1.73180 -3.50648 3.87025 -0.578
C 1.71179 -2.99480 5.15500 -0.597
C 2.01172 -3.82611 6.26216 1.233
N 1.96610 -3.31720 7.53078 0.114
C 1.79717 -4.13713 8.70961 -1.088
C 1.95160 -1.88983 7.76806 -1.229
C 2.36459 -5.18540 6.02166 -0.974
C 2.40967 -5.66125 4.71881 -0.376
C 4.58539 -5.75368 2.42661 -0.699
C 5.78920 -6.23926 1.94099 -0.729
H 8.16849 -7.32469 2.04493 0.389
H 9.01798 -7.94800 0.60555 0.414
H 8.61140 -6.21848 0.71943 0.319
H 6.22474 -8.13125 -1.56533 0.323
H 7.98143 -7.82695 -1.51897 0.400
H 7.32833 -9.31001 -0.80333 0.303
H 4.54525 -8.20287 -0.58690 0.278
H 2.44662 -7.20386 0.19234 0.465
H 1.23779 -5.54745 0.29824 0.406
H -0.36039 -4.43949 2.64640 0.560
H -2.72397 -4.09513 2.39556 0.351
H -4.82797 -4.38587 1.09648 0.360
H -4.75076 -5.44945 -1.16556 0.357
H -2.57046 -6.28434 -2.06443 0.369
H -0.48114 -5.99528 -0.73522 0.276
H 1.52481 -2.84036 3.02903 0.506
H 1.44311 -1.94914 5.30409 0.415
H 1.58328 -5.17545 8.44809 0.329
H 2.69872 -4.10219 9.33763 0.329
H 0.96742 -3.74693 9.31757 0.381
H 2.63217 -1.37634 7.07752 0.433
H 0.94468 -1.45793 7.64712 0.313
H 2.28023 -1.70366 8.79813 0.379
H 2.63657 -5.83530 6.85348 0.296
H 2.72260 -6.69359 4.53682 0.508
H 4.61180 -5.05891 3.26734 0.393
H 6.72222 -5.94581 2.42339 0.296
```

Results
* spin multiplicity: 1
* SMILES: CN(C)c1ccc(C(=C[C@@H](Cl)c2ccccc2)c2ccc(N(C)C)cc2)cc1
* E_LUMO: 0.758 eV
* electronic energy: -1538.51383 Eh
* orbital gap: 7.75 eV

=====

(2)
DFT (ωB97M-V/def2-TZVPD) results for a cluster of 4 separate species, H8O4 in total.

The geometry in XYZ format:
```
12
Properties=species:S:1:pos:R:3:mulliken_charge:R:1
H -0.83173 -2.53547 -0.38273 0.287
H -2.03846 -1.61146 -0.37514 0.342
H 0.54520 2.22217 -0.16645 0.323
H -0.59210 2.87046 0.60576 0.310
H 2.78263 -0.82644 -0.27009 0.314
H 4.00981 -1.09578 0.58521 0.322
H -1.50580 0.53202 -0.70036 0.332
H -1.76211 0.69265 0.78912 0.330
O -1.66701 -2.38005 0.07239 -0.623
O -0.41475 2.21688 -0.08008 -0.644
O 3.65111 -0.46910 -0.05322 -0.636
O -2.17679 0.38412 -0.02442 -0.658
```

Results
* spin multiplicity: 1
* SMILES: O.O.O.O
* E_LUMO: 0.180 eV
* electronic energy: -305.73649 Eh
* orbital gap: 10.90 eV
* ΔE to the lowest compared entry with this formula, charge and spin: 112.16 kJ/mol

=====

(3)
DFT (ωB97M-V/def2-TZVPD) results for a cluster of 3 separate species, C3H8N in total.

The geometry in XYZ format:
```
12
Properties=species:S:1:pos:R:3:mulliken_charge:R:1
C -6.41166 -0.58453 1.16977 -0.850
C -6.68434 -0.59508 -0.28434 0.124
C -6.03980 0.43738 -1.02229 -0.063
N -5.06502 1.15031 -0.62981 -0.354
H -6.66952 -1.56138 1.51530 0.324
H -5.27637 -0.49832 1.27557 0.346
H -6.82643 0.13692 1.95256 0.382
H -7.13481 -1.45723 -0.77584 0.376
H -6.41027 0.54539 -2.01029 0.399
H -4.81875 2.05183 -1.01470 0.315
H 31.03318 -0.09676 -0.13757 0.001
H 30.30379 0.47146 -0.03837 -0.001
```

Results
* spin multiplicity: 1
* E_LUMO: -8.354 eV
* charge: +1
* electronic energy: -173.40600 Eh
* orbital gap: 5.49 eV
* ΔE to the lowest compared entry with this formula, charge and spin: 464.04 kJ/mol

=====

(4)
DFT (ωB97M-V/def2-TZVPD) results for a structure of composition C14H21N7OPt.

The geometry in XYZ format:
```
44
Properties=species:S:1:pos:R:3:mulliken_charge:R:1
Pt 0.19627 -0.38858 0.01077 0.652
C 0.69352 0.15704 4.25594 -0.874
C -0.09410 -0.86316 4.76776 -0.399
C -0.84140 -1.63763 3.89772 -0.824
C -0.76987 -1.38801 2.53565 1.080
N 0.06049 -0.45037 2.04843 -0.183
C 0.74898 0.32562 2.88818 0.126
C -1.60147 -2.05078 1.52659 0.460
C -2.68660 -2.85057 1.84367 -0.775
C -3.41546 -3.44622 0.82597 -0.514
C -3.03288 -3.23340 -0.48568 -0.743
C -1.95560 -2.40272 -0.73018 0.322
N -1.26252 -1.81700 0.24343 -0.310
H 1.26712 0.80694 4.89968 0.419
H -0.14060 -1.04225 5.83267 0.467
H -1.48001 -2.41925 4.27749 0.368
H 1.36068 1.09393 2.43509 0.567
H -2.97176 -3.00648 2.87222 0.309
H -4.26816 -4.06847 1.05846 0.468
H -3.56044 -3.68826 -1.31038 0.424
H -1.62112 -2.20654 -1.73873 0.285
C -0.22374 -0.72742 -4.76098 -1.072
N 1.06061 -0.34022 -4.18642 0.086
C 2.13075 0.03594 -5.11085 -1.107
C 1.16986 -0.16884 -2.85927 0.751
N 0.17239 -0.25624 -2.02747 -0.712
N 2.42769 0.19607 -2.41259 -0.049
C 2.89691 0.34818 -1.13901 0.773
N 4.20585 0.64954 -1.05354 -0.388
N 2.15310 0.18517 -0.08968 -0.687
H -0.04714 -1.18723 -5.72909 0.341
H -0.88522 0.13160 -4.89384 0.384
H -0.71040 -1.47694 -4.13835 0.338
H 1.77943 -0.12434 -6.12498 0.319
H 3.01639 -0.58854 -4.97619 0.387
H 2.38728 1.09391 -5.02034 0.431
H -0.72439 -0.35640 -2.47828 0.243
H 3.10555 0.36498 -3.13810 0.153
H 4.79926 0.72036 -1.86144 0.162
H 4.63933 0.80580 -0.15988 0.194
H 2.67490 0.25471 0.77400 0.121
O -2.06064 1.37435 -0.12824 -0.571
H -2.51564 1.69629 0.65840 0.280
H -2.01209 2.14960 -0.69899 0.299
```

Results
* spin multiplicity: 1
* E_LUMO: -6.243 eV
* charge: +2
* electronic energy: -1123.51783 Eh
* orbital gap: 8.31 eV

=====

(5)
DFT (ωB97M-V/def2-TZVPD) results for a cluster of 2 separate species, CH2N2O in total.

The geometry in XYZ format:
```
6
Properties=species:S:1:pos:R:3:lowdin_spin:R:1
C 0.06682 0.07094 -0.94485 0.141
N 1.23331 -0.15250 -0.85311 0.645
N 0.45707 -0.24971 2.00501 0.724
O -0.59155 0.17553 1.70082 0.357
H -0.47033 -0.03080 -1.94697 0.060
H -0.69532 0.18655 0.03910 0.073
```

Results
* spin multiplicity: 3
* E_LUMO (alpha / beta): -0.714 / -1.307 eV
* electronic energy: -223.86566 Eh
* orbital gap (alpha / beta): 8.36 / 11.22 eV
* ΔE to the lowest compared entry with this formula, charge and spin: 137.37 kJ/mol

=====

(6)
DFT (ωB97M-V/def2-TZVPD) results for a structure of composition C7H8N2O5S.

The geometry in XYZ format:
```
23
Properties=species:S:1:pos:R:3:mulliken_charge:R:1
C 0.68061 0.04567 -2.99588 -0.747
C -0.25706 0.91929 -3.41695 -0.222
C 0.11837 -0.69888 -1.84748 0.773
C -0.69340 -1.34467 1.51075 -0.498
C 0.68250 -1.16893 2.14980 -0.431
C -1.39936 -0.00193 1.63084 -0.503
C 0.63871 0.94342 1.06347 0.500
N -1.12126 -0.31961 -1.50110 -0.208
N 1.27663 1.92730 0.28045 0.956
O 0.70670 -1.50629 -1.12331 -0.562
O 2.51896 1.88794 0.21290 -0.669
O 0.52876 2.77495 -0.21317 -0.644
O 1.35081 -0.04768 1.48871 -0.317
O -0.65210 1.09748 1.10654 -0.284
S -1.74101 0.68869 -2.56987 0.073
H 1.62909 -0.25256 -3.35727 0.435
H -0.22741 1.68463 -4.16711 0.404
H -0.65582 -1.68936 0.54657 0.265
H -1.22782 -2.09960 2.13519 0.376
H 0.58788 -0.81406 3.29554 0.282
H 1.32475 -2.03532 1.91468 0.330
H -2.48165 -0.14908 1.14564 0.253
H -1.58688 0.15860 2.71108 0.438
```

Results
* spin multiplicity: 1
* E_LUMO (alpha / beta): -0.004 / -2.534 eV
* electronic energy: -1155.19666 Eh
* orbital gap (alpha / beta): 9.45 / 4.55 eV
* ΔE to the lowest compared entry with this formula, charge and spin: 10.89 kJ/mol

=====

(7)
DFT (ωB97M-V/def2-TZVPD) results for a structure of composition C29H30BrN4O2Ru.

The geometry in XYZ format:
```
67
Properties=species:S:1:pos:R:3:lowdin_spin:R:1
Ru 0.29872 -0.87395 0.12196 0.773
C -1.92313 0.24757 -1.96805 0.002
C -0.98935 1.17299 -2.75552 0.000
C 0.43921 1.27190 -2.15988 0.000
N 0.50851 1.06719 -0.73725 -0.003
C 0.28024 2.03373 0.16898 0.002
C -0.13841 3.31422 -0.18904 0.001
C -0.22011 4.48334 0.56618 0.002
C 0.22307 4.71333 1.86744 0.005
C 0.73621 3.80077 2.76588 0.003
C 0.82156 2.40338 2.64229 0.007
C 0.52936 1.57539 1.56483 0.002
N 0.48623 0.23991 1.66658 0.003
C 0.91646 -0.51502 2.80851 -0.001
C 2.41949 -0.79596 2.67480 0.000
C 2.73524 -1.99563 1.77294 -0.001
N 2.08831 -1.93408 0.48374 0.016
C 2.57075 -2.56249 -0.59154 -0.011
C 3.76621 -3.30212 -0.53723 0.041
C 4.55468 -3.87086 -1.53063 -0.007
C 4.32048 -3.94401 -2.90049 0.042
C 3.19551 -3.52021 -3.57554 -0.006
C 2.04693 -2.89908 -3.07398 0.042
C 1.70765 -2.44965 -1.79402 -0.006
N 0.50330 -1.89165 -1.55272 0.017
C -0.47587 -1.85555 -2.61599 0.002
C -1.83061 -1.27098 -2.21425 0.000
H -2.95321 0.53643 -2.19451 0.000
H -1.77194 0.45370 -0.90092 0.001
H -1.44263 2.16631 -2.75824 0.000
H -0.91500 0.85391 -3.79666 0.000
H 0.87996 2.24156 -2.43257 0.000
H 1.07288 0.49754 -2.60816 0.000
H -0.42134 3.43121 -1.22627 0.000
H -0.61059 5.34161 0.03450 0.000
H 0.16333 5.73791 2.21017 0.000
H 1.06832 4.19075 3.71831 0.000
H 1.13150 1.90222 3.54854 0.000
H 0.35797 -1.46385 2.80136 -0.001
H 0.69538 -0.01536 3.75805 0.000
H 2.84328 -1.00076 3.65663 0.000
H 2.90520 0.09694 2.27036 0.000
H 2.42653 -2.92116 2.28497 0.000
H 3.82732 -2.00891 1.66567 0.001
H 4.18685 -3.42233 0.45029 0.003
H 5.47952 -4.31267 -1.18159 -0.001
H 5.09658 -4.40567 -3.49631 0.003
H 3.18233 -3.70046 -4.64407 -0.001
H 1.30851 -2.72027 -3.84167 0.003
H -0.66320 -2.88846 -2.94507 0.001
H -0.08998 -1.29459 -3.48058 0.000
H -2.17144 -1.77994 -1.30899 0.000
H -2.52584 -1.53377 -3.01517 0.000
Br -4.72102 -1.38503 -0.02335 0.001
C -4.31953 0.23008 0.89436 0.000
C -5.19555 1.29275 0.74325 0.000
C -4.95099 2.47663 1.41646 0.000
C -3.85285 2.58651 2.25408 0.000
C -2.99579 1.51247 2.40914 0.000
C -3.21454 0.32078 1.72711 0.002
C -2.21085 -0.80355 1.92602 0.006
O -1.90632 -1.12487 3.06411 0.007
O -1.75152 -1.30447 0.84480 0.048
H -6.06179 1.18800 0.10613 0.000
H -5.62694 3.30790 1.28855 0.000
H -3.67288 3.50125 2.79683 0.000
H -2.15037 1.57718 3.07645 0.000
```

Results
* spin multiplicity: 2
* E_LUMO (alpha / beta): -0.805 / -0.931 eV
* electronic energy: -4161.41161 Eh
* orbital gap (alpha / beta): 6.15 / 5.93 eV